Density functional theory data (ωB97M-V/def2-TZVPD) for C12H11NO6V as an isolated structure in a non-equilibrium geometry.

DFT total energy = -52086.7160 eV
Net charge = -2
Multiplicity = 2
LUMO level (alpha / beta) = 5.27 / 5.26 eV
Expectation value of S² = 0.776
Strongest force on any atom = 0.0435 hartree/bohr
Energy above the lowest of the compared OMol25 structures with the same formula, charge and spin = 77.6 kJ/mol
Gap between HOMO and LUMO (alpha / beta) = 3.33 / 3.30 eV
HOMO (alpha / beta) = 1.938 / 1.964 eV

Each line ends with the natural charge from an NBO analysis.
Cartesian coordinates (Å):
1 V 0.73 -0.24 0.38  1.46
2 C -2.77 -0.13 -0.75  -0.62
3 C -1.93 1.12 -0.93  0.13
4 C -2.65 2.17 -1.76  -0.62
5 O -0.75 0.67 -1.63  -0.71
6 C -1.46 1.70 0.44  0.76
7 O -1.66 2.89 0.68  -0.70
8 O -0.91 0.85 1.22  -0.77
9 H -3.05 -0.53 -1.72  0.21
10 H -3.68 0.11 -0.18  0.19
11 H -2.21 -0.89 -0.21  0.26
12 H -2.92 1.74 -2.73  0.19
13 H -2.02 3.04 -1.91  0.21
14 H -3.56 2.50 -1.25  0.21
15 H -0.11 1.39 -1.67  0.48
16 O -0.90 -3.47 -1.79  -0.77
17 C -0.44 -3.37 -0.63  0.56
18 N 0.10 -2.24 -0.05  -0.71
19 C 0.50 -2.53 1.24  0.38
20 O 1.04 -1.54 1.90  -0.69
21 C 0.24 -3.88 1.56  -0.14
22 C 0.44 -4.70 2.69  -0.24
23 C 0.05 -6.02 2.63  -0.27
24 C -0.55 -6.56 1.46  -0.37
25 C -0.74 -5.76 0.35  -0.15
26 C -0.36 -4.43 0.38  -0.24
27 H 0.89 -4.29 3.59  0.19
28 H 0.20 -6.66 3.50  0.17
29 H -0.84 -7.61 1.45  0.17
30 H -1.20 -6.16 -0.56  0.19
31 O 1.93 0.66 -0.28  -0.78